Entry 1:
# C49H62BNO2PS

8 unconnected molecules or ions with the total composition C49H62BNO2PS in a non-equilibrium geometry (ωB97M-V/def2-TZVPD, the OMol25 dataset).

- total energy (eV) = -78200.2858
- Kohn-Sham gap (eV) = 7.851
- largest force on an atom (eV/Å) = 1.416

The geometry in ORCA input format:
```
! wB97M-V def2-TZVPD RIJCOSX def2/J DEFGRID3
* xyz 1 1
C 6.21553 -5.96226 -6.18843
H 1.39773 3.22262 -1.67673
C 5.42160 -0.07533 -3.13535
H -6.58920 -0.10013 3.24285
H 4.58626 1.64929 -2.17358
C -4.87664 0.04671 4.52485
H 3.45478 4.63507 -1.51068
C -10.56576 -1.71280 -1.16745
C 1.93233 -1.57506 4.89854
H 2.56554 -2.05520 -1.44974
C -2.06223 -3.60175 0.37042
P -1.12602 4.03034 -1.47106
H 7.34510 -7.60653 -6.97087
C 4.67202 2.49512 1.37666
H -0.70689 2.75984 1.39554
C 5.29476 3.70189 1.08826
C 6.15841 -4.96183 -5.22963
H -1.10138 -4.08813 0.26536
H -11.52460 -2.10194 -1.48214
H 7.13792 -4.05077 -3.55128
H 5.31127 -4.28707 -5.20448
C 7.30036 -6.82505 -6.22416
C -5.05900 1.13172 2.39438
C -3.59687 0.55986 4.68340
H -3.50994 4.15392 0.21243
H -1.56718 1.84577 -2.18226
C 0.06756 2.21441 0.87450
C 0.70232 1.26368 1.85197
C 3.47239 -0.13072 -1.72850
H -0.42247 4.56525 -0.40058
H -2.44463 2.26222 -0.74853
C 4.46823 2.11471 2.69601
N -3.79243 4.61726 -0.64276
C -5.60158 0.32179 3.37540
H 3.10355 3.06390 -3.50854
C -0.07530 4.22466 -2.88270
H 1.56836 0.80828 1.37558
H -9.07283 1.20045 -0.31582
H 5.41493 -6.06938 -6.90822
H 9.17575 -7.35800 -5.33388
H -2.04129 1.75969 3.82005
C 0.66702 -1.01173 4.81259
C -3.04212 1.36047 3.69585
H -5.30368 -0.58372 5.29247
C -3.50831 -2.07974 1.53607
S 3.07774 5.27614 -2.61013
C 0.95226 -3.76725 4.94004
H -3.03165 0.33810 5.57882
C 2.36995 3.85133 -3.42954
H 0.55692 0.06508 4.75449
C 5.51323 4.14626 3.43855
C 8.32823 -6.68655 -5.30317
H 6.22547 0.47700 -3.60300
H 2.13134 4.18048 -4.43298
H 3.05871 -3.39244 5.03937
H -1.44874 -1.39010 4.72921
H 4.35712 1.84251 0.57261
C -8.25769 -2.07200 -0.61036
H -2.92042 -4.59349 -1.32623
H -9.60620 -3.62923 -1.20095
C -3.08411 -3.88471 -0.52543
H -7.14762 -0.32606 -0.04488
C -0.31286 -3.20714 4.85298
H 2.80832 -0.93985 4.90599
C -4.31665 -3.26114 -0.39323
H 0.83856 2.91538 0.56324
H -5.48563 -1.86609 0.74646
H 5.84757 4.78745 4.24312
C 7.18368 -4.82688 -4.30506
H -11.25799 0.31156 -1.04208
H -0.01994 0.51402 2.15254
H -0.62569 3.96900 -3.77858
C -8.10847 -0.71570 -0.36066
C 8.26996 -5.68813 -4.34274
H 0.90928 2.31150 -3.07440
C 4.28187 -2.15398 -2.73110
H -2.86624 6.76238 -2.43940
H 0.32822 1.11465 -0.93471
H -3.36489 2.27624 1.78782
H 2.75552 0.38235 -1.09605
C 5.71538 4.52838 2.12024
C -0.45993 -1.82654 4.79736
H 1.06519 -4.84190 4.99177
H -1.47627 -2.47780 2.10315
H -3.67933 -1.37677 2.34188
H 1.16627 2.88418 2.85402
H -5.11240 -3.48062 -1.09343
C 1.15006 3.30952 -2.72854
H -1.04961 0.62763 0.01720
H 9.07089 -5.58132 -3.62338
C 3.36270 -1.49891 -1.92537
C -3.78615 1.65302 2.55975
C -2.27275 -2.69805 1.40276
H 6.20823 5.46544 1.89785
C -1.46086 2.28205 -1.19739
H 0.26415 5.25079 -2.95275
H 4.19871 -3.22153 -2.88781
H -1.18642 -3.84590 4.83680
H 5.46591 3.99403 0.05853
C 4.88921 2.94054 3.72697
H -7.41562 -2.74154 -0.49160
H 4.73134 2.64470 4.75541
H -5.62579 1.34280 1.49447
C -0.48594 1.48686 -0.32709
O 1.14714 1.93202 3.02617
H 3.98026 1.17462 2.91637
C -10.41614 -0.35653 -0.91960
H -4.52960 5.28778 -0.45757
C -9.48762 -2.57099 -1.01100
H 6.02601 -1.95762 -3.96085
C -4.52633 -2.35755 0.63826
O -3.09496 5.83268 -2.59020
C 5.30958 -1.44324 -3.33400
C 4.50038 0.58007 -2.33343
C -9.18759 0.14224 -0.51349
C 2.07313 -2.95225 4.96747
B -2.85376 4.97726 -1.57530
*
```

Mulliken atomic charge list, values in e, 4 entries: atom 1 (C): -0.52, atom 2 (H): -0.29, atom 3 (C): -0.79, atom 4 (H): 0.45

=====

Entry 2:
# C7H5BrF4N2

C7H5BrF4N2 in the gas phase in a non-equilibrium geometry (ωB97M-V/def2-TZVPD, the OMol25 dataset).

- SMILES = FN(F)C(=C1C=CC=C[C@@H]1Br)N(F)F
- total energy (eV) = -91222.1758
- relative energy (zero: lowest compared OMol25 entry of this formula, charge and spin) (kcal per mole) = 0.0
- Kohn-Sham gap (eV) = 7.597
- largest force on an atom (eV/Å) = 3.770

The geometry in ORCA input format:
```
! wB97M-V def2-TZVPD RIJCOSX def2/J DEFGRID3
* xyz 0 1
F -1.62752 -2.61257 -0.56292
H -0.57250 2.10403 0.53260
Br 1.91664 0.46347 -2.72354
C 0.75605 -0.45141 -1.13891
C -1.50004 -0.24022 -0.20767
H 2.77688 -1.56260 -0.42822
F -2.96365 1.41086 0.59120
C 1.35406 1.26889 1.13582
N -2.41396 0.11741 0.89616
C 0.17000 1.29650 0.48411
C 1.99588 -0.77523 -0.23663
F -1.70646 0.35649 2.08722
C 2.24536 0.04415 0.77004
H 1.79996 2.21921 1.54222
H 0.25349 -1.19468 -1.71779
F -3.37203 -1.32397 -0.98337
N -2.04615 -1.30158 -1.01638
C -0.23129 0.22811 -0.36312
H 3.16528 -0.04687 1.33916
*
```

natural (NBO) atomic charge list, values in e, 4 entries: atom 1 (F): -0.25, atom 2 (H): 0.25, atom 3 (Br): -0.07, atom 4 (C): -0.18

=====

Entry 3:
# C15H20N2O7S2

C15H20N2O7S2 in the gas phase in a non-equilibrium geometry (ωB97M-V/def2-TZVPD, the OMol25 dataset).

- SMILES = COC(=O)c1sc(S(=O)(=O)N2CCC(C(N)=O)CC2)c(C(=O)OC)c1C
- total energy (eV) = -54863.2652
- Kohn-Sham gap (eV) = 8.977
- largest force on an atom (eV/Å) = 1.044

The geometry in ORCA input format:
```
! wB97M-V def2-TZVPD RIJCOSX def2/J DEFGRID3
* xyz 0 1
C -0.68898 0.10842 3.63509
H 3.24245 -2.65112 -0.75487
C 0.04606 2.10289 -1.03475
C -0.18934 1.41276 1.45968
C -0.66085 0.34169 2.19163
O -0.86955 3.03136 -1.24312
H 0.70340 3.33038 1.22802
H -0.95824 -3.15314 -1.39688
H 2.41405 -2.73040 -3.07371
H 2.89266 0.99372 0.08642
H 0.33534 1.80937 6.17046
S -1.29272 -0.92424 1.19795
O 1.09425 2.01507 -1.62984
H -1.14549 0.80082 6.12542
H 1.17903 0.03428 -2.64820
S -1.28484 -0.59583 -1.85072
O -1.25025 0.57095 -2.68417
C -0.12708 0.92007 5.74998
H 0.72834 -2.79464 0.24909
H 1.00983 -1.04577 -4.03523
C 1.11771 -1.01494 -2.94307
H -0.27116 3.14310 2.69703
H 0.21828 -3.59792 -2.64010
C 0.42593 2.64600 2.02558
C 0.02351 -2.91440 -1.80560
C -0.35062 1.18461 0.07449
H -0.84775 3.23467 -3.28540
H 0.44710 0.02832 6.00862
O 1.72791 -0.95694 0.98811
H 1.30923 2.38787 2.60677
O -0.13814 1.10794 4.34177
C 1.11876 -3.05374 -0.73658
C 2.36523 -1.79112 -2.51889
C 2.27656 -0.91321 -0.09498
H -1.43806 4.63306 -2.33111
O -1.16634 -0.87780 4.14063
N 2.98744 0.16571 -0.48059
C -0.69090 3.84670 -2.39565
O -2.47951 -1.37671 -1.77660
H 1.43882 -4.09534 -0.70391
H 0.31721 4.26611 -2.41452
N -0.06991 -1.57873 -2.33558
C -0.91712 -0.03090 -0.20323
C 2.31678 -2.13000 -1.02815
H 3.25915 -1.22257 -2.77779
H 3.24441 0.31958 -1.43869
*
```

natural (NBO) atomic charge list, values in e, 4 entries: atom 1 (C): 0.77, atom 2 (H): 0.24, atom 3 (C): 0.83, atom 4 (C): 0.04

=====

Entry 4:
# C21H17N3O3S

C21H17N3O3S in the gas phase in a non-equilibrium geometry (ωB97M-V/def2-TZVPD, the OMol25 dataset).

- SMILES = Cc1ccc(C(=O)CSc2nnc(COc3cccc4cccnc34)o2)cc1
- total energy (eV) = -43499.9686
- relative energy (zero: lowest compared OMol25 entry of this formula, charge and spin) (kcal per mole) = 36.2
- Kohn-Sham gap (eV) = 8.308
- largest force on an atom (eV/Å) = 1.812

The geometry in ORCA input format:
```
! wB97M-V def2-TZVPD RIJCOSX def2/J DEFGRID3
* xyz 0 1
C -1.06919 -0.75048 3.64116
C 0.95881 -1.57050 0.16445
H 2.68220 -2.17426 2.50886
C -1.89698 0.40734 0.90612
H 0.09561 2.34779 0.93756
H 2.95594 -0.72532 3.51118
H 0.97539 3.54589 -0.99235
H -3.03108 1.83451 2.01899
O -2.22829 -0.74810 0.79943
C -0.42948 -3.20938 0.96946
H -2.49213 0.11541 -1.62628
C -0.26255 2.54283 -2.41944
C 1.88839 0.03918 -1.92820
H -1.01081 -2.78083 -2.32857
C -2.15153 1.20732 2.17347
N -0.80991 -1.81165 4.32887
H 0.41930 2.61406 -4.44479
C 0.43537 -1.70653 -1.15161
C -0.31052 2.13955 -0.04030
O 0.00473 -0.31430 2.93076
S -2.55482 0.12509 3.58573
C 0.92658 -0.89713 -2.19048
N 0.52314 -2.34678 1.17433
C 0.20032 2.80742 -1.13633
C 2.32741 -1.16030 2.72397
H -0.43501 4.05556 -3.90926
H -1.82422 -4.12816 -0.39249
O 2.49514 -0.29761 1.62636
H 3.13413 0.95426 -0.42844
C 0.27359 3.28610 -3.60169
C -0.58626 -2.66236 -1.34101
C -1.03093 -3.40603 -0.28429
H 2.27260 0.66472 -2.71966
H -1.60761 1.34424 -3.57597
N 0.47887 -2.13005 4.07542
C -1.29504 1.17053 -0.20903
H -0.73646 -3.77720 1.83804
H 0.52841 -1.02480 -3.18608
H 1.21788 3.76917 -3.36435
C -1.74017 0.87997 -1.49934
C 2.38677 0.20440 -0.63483
C 0.92668 -1.26525 3.22556
C -1.24192 1.56823 -2.58441
C 1.94677 -0.57981 0.41114
H -1.30909 1.84326 2.43833
*
```

natural (NBO) atomic charge list, values in e, 4 entries: atom 1 (C): 0.27, atom 2 (C): 0.07, atom 3 (H): 0.22, atom 4 (C): 0.59

=====

Entry 5:
# C3H4S2

C3H4S2 in the gas phase in a non-equilibrium geometry (ωB97M-V/def2-TZVPD, the OMol25 dataset).

- total energy (eV) = -24841.1509
- relative energy (zero: lowest compared OMol25 entry of this formula, charge and spin) (kcal per mole) = 103.6
- Kohn-Sham gap (spin up / spin down) (eV) = 4.059 / 4.142
- largest force on an atom (eV/Å) = 3.748

The geometry in ORCA input format:
```
! wB97M-V def2-TZVPD RIJCOSX def2/J DEFGRID3
* xyz 0 1
S 3.17761 -0.80606 -0.00038
C 1.48671 -0.98411 -0.10438
H -1.36716 0.50056 0.66526
H -0.97929 0.43763 -1.12264
S -2.03799 -1.48544 0.02111
C -0.81659 -0.02073 -0.07550
H 1.22747 1.07731 0.28909
C 0.72205 0.12942 0.00419
H 1.02740 -1.92100 -0.10506
*
```

natural (NBO) atomic charge list, values in e, 4 entries: atom 1 (S): 0.12, atom 2 (C): -0.36, atom 3 (H): 0.28, atom 4 (H): 0.31

=====

Entry 6:
# C7H10F5NOTeTi

A molecular structure, C7H10F5NOTeTi in a non-equilibrium geometry (ωB97M-V/def2-TZVPD, the OMol25 dataset).

- total energy (eV) = -54952.7860
- Kohn-Sham gap (eV) = 6.312
- largest force on an atom (eV/Å) = 3.932

The geometry in ORCA input format:
```
! wB97M-V def2-TZVPD RIJCOSX def2/J DEFGRID3
* xyz 0 1
C -0.99613 0.57639 -2.48515
H 1.81194 -1.21990 -2.06969
C -1.50356 -0.72836 -2.23114
H -1.58696 1.47858 -2.65259
C -2.40990 -0.44788 0.75221
F 3.28823 0.08759 3.97343
Ti -0.30796 0.06584 -0.25648
H -2.47706 1.64454 1.26849
H -2.55665 -1.01382 -2.20688
C 0.42688 0.50636 -2.44718
F 2.56428 -2.10556 2.30743
C 0.79323 -0.84572 -2.18034
N -0.05239 1.63989 0.39438
C -2.02152 0.66810 1.45563
C -0.39945 -1.60932 -2.04505
H -0.46060 -2.67675 -1.82390
F 4.28493 -0.08008 1.29175
O 1.62730 -0.31061 0.28714
H 1.11396 1.34171 -2.58691
Te 2.46779 -0.10768 2.15137
H -1.39530 0.58378 2.34739
H -0.02689 2.63372 0.65271
H -3.18564 -0.38118 -0.01619
H -2.09518 -1.44676 1.07379
F 2.40823 1.89242 2.00151
F 0.68842 -0.14528 3.04427
*
```

natural (NBO) atomic charge list, values in e, 4 entries: atom 1 (C): -0.31, atom 2 (H): 0.26, atom 3 (C): -0.29, atom 4 (H): 0.25